The following is a quantum chemistry calculation of C55H42Co2N4O7P as an isolated structure in a non-equilibrium geometry, from the Open Molecules 2025 dataset.

XYZ file:
```
111
Properties=species:S:1:pos:R:3:forces:R:3:mulliken_charge:R:1
O 3.8273 -3.5208 1.8582 -0.57 0.93 -0.38 -0.448
C 3.0676 -2.9168 1.2267 0.40 -1.99 0.00 -0.595
Co 2.0668 -1.8818 0.2582 -0.20 -0.17 1.41 0.713
C 0.8795 -1.8773 1.8825 4.35 0.22 -1.38 -0.320
O 1.2007 -2.1783 3.0063 -2.03 0.12 0.91 -0.663
C 3.4853 -0.9826 -0.1733 -0.51 1.30 -0.98 0.450
O 4.5743 -0.6953 -0.4444 0.53 -0.02 0.21 -0.569
C 1.4967 -3.0794 -1.1027 1.15 -1.28 0.93 0.159
C 0.2122 -3.0937 -0.5001 1.00 -1.61 0.56 0.517
C -0.3341 -3.4297 0.7267 0.42 -2.08 -0.88 -0.496
C -1.6813 -4.0339 0.8986 0.06 0.51 -0.35 0.539
C -1.7422 -5.3865 1.2947 -0.11 0.27 0.07 -0.671
C -2.9663 -6.0060 1.5105 0.02 0.21 0.09 -0.605
C -4.1591 -5.2902 1.3463 0.14 0.01 -0.09 -0.533
C -4.1086 -3.9734 0.8855 0.21 -0.07 0.07 -1.386
C -2.8790 -3.3549 0.6420 -0.12 -0.20 0.18 0.436
Co 0.0968 -2.6803 -2.2590 -2.05 1.44 -2.50 0.824
C -1.5056 -2.0316 -2.2112 -1.50 0.36 0.00 -0.349
O -2.5916 -1.6044 -2.1766 1.01 -0.31 0.01 -0.490
C -0.0361 -3.9305 -3.5039 -0.12 -1.45 -0.48 -0.012
O -0.2113 -4.6680 -4.3856 0.15 0.68 0.62 -0.506
P 0.9937 -1.3144 -3.6545 0.40 -0.34 0.75 0.985
C 1.0475 0.4048 -3.0234 0.05 0.46 -0.43 -0.167
C 1.8977 1.3579 -3.6009 -0.19 0.36 0.48 -0.577
C 1.9696 2.6396 -3.0503 -0.11 -0.08 -0.10 -1.084
C 1.1075 3.0040 -2.0110 0.05 -0.15 0.02 -0.598
C 0.2059 2.0773 -1.4879 0.06 0.14 -0.31 -0.174
C 0.1788 0.7785 -1.9901 0.22 0.05 -0.12 -0.263
C 2.7275 -1.8058 -3.9898 0.26 0.26 0.14 0.715
C 3.8112 -1.1006 -3.4539 -0.02 -0.19 -0.40 -0.433
C 5.1123 -1.5664 -3.6471 -0.07 -0.20 -0.11 -0.688
C 5.3304 -2.7666 -4.3300 -0.04 0.15 0.14 -0.569
C 4.2509 -3.4929 -4.8420 -0.29 0.29 0.08 -0.777
C 2.9512 -3.0043 -4.6893 0.26 0.11 0.08 -0.534
C 0.3840 -1.0120 -5.3598 -0.09 0.22 -0.23 1.046
C 1.2549 -0.8587 -6.4509 -0.39 0.05 -0.13 -0.402
C 0.7482 -0.5610 -7.7193 -0.18 -0.06 0.24 -0.775
C -0.6288 -0.4040 -7.9005 0.07 -0.05 0.14 -0.479
C -1.5000 -0.5449 -6.8151 0.23 -0.03 0.08 -0.766
C -0.9978 -0.8499 -5.5470 0.18 -0.01 -0.33 -0.293
H 2.1858 -3.9171 -1.2721 -0.79 -0.08 0.08 0.285
H 0.3769 -3.9477 1.4005 -0.22 0.23 -0.42 0.165
H -0.8003 -5.9338 1.4004 -0.36 0.15 0.07 0.384
H -2.9833 -7.0468 1.8287 -0.08 0.14 -0.06 0.361
H -5.1138 -5.7666 1.5692 0.18 0.11 -0.12 0.371
H -5.0250 -3.4071 0.7327 0.12 -0.11 0.00 0.418
H -2.8419 -2.3332 0.2690 -0.07 -0.20 0.15 0.623
H 2.5179 1.0914 -4.4597 -0.14 0.08 0.31 0.574
H 2.7012 3.3513 -3.4342 -0.25 -0.09 0.04 0.387
H 1.1392 4.0143 -1.6003 -0.03 -0.20 -0.20 0.833
H -0.4831 2.3567 -0.6908 0.16 -0.01 -0.16 0.436
H -0.5173 0.0467 -1.5721 0.38 0.16 -0.15 -0.152
H 3.6387 -0.1696 -2.9161 0.17 -0.41 -0.02 0.394
H 5.9476 -0.9841 -3.2530 -0.22 -0.28 -0.05 0.388
H 6.3454 -3.1449 -4.4496 -0.21 0.09 0.00 0.348
H 4.4086 -4.4407 -5.3581 0.02 0.26 0.11 0.384
H 2.1069 -3.5513 -5.1172 0.28 0.12 0.20 0.341
H 2.3308 -0.9777 -6.3203 -0.30 0.02 0.01 0.293
H 1.4367 -0.4595 -8.5600 -0.23 0.00 0.19 0.381
H -1.0236 -0.1785 -8.8913 0.07 -0.04 0.23 0.349
H -2.5754 -0.4223 -6.9515 0.28 -0.03 0.00 0.406
H -1.6804 -0.9651 -4.7017 0.22 0.00 -0.23 0.272
O -4.0450 -0.5200 2.0412 -0.15 0.82 1.10 -0.465
C -4.0496 0.2438 2.9968 0.45 -0.36 -0.64 0.260
C -5.2989 0.8308 3.6005 -0.02 -0.19 -0.16 -0.029
C -5.7561 0.3433 4.8252 -0.28 0.32 -0.09 -0.288
C -6.8015 1.0045 5.4712 0.04 0.16 -0.14 -0.504
C -7.3742 2.1398 4.8824 -0.03 -0.09 -0.08 -0.434
C -6.9634 2.5691 3.6137 0.10 -0.11 0.13 -0.580
C -5.9225 1.9051 2.9602 -0.15 -0.14 0.37 -0.420
N -2.8762 0.7014 3.6239 -0.73 -0.67 -0.32 0.318
C -2.9716 1.8739 4.4931 -0.54 0.34 0.25 -0.752
C -1.6229 2.3817 4.9634 -0.17 -0.48 -0.11 -1.010
N -0.7757 2.5461 3.8119 -0.33 0.36 -0.11 0.024
C 0.3138 3.4872 3.8982 0.31 -0.03 -0.04 -0.718
C 0.8804 3.7180 2.5091 0.00 -0.05 -0.43 -0.689
N 1.2836 2.4376 1.9183 -0.02 0.04 -0.24 0.793
C 2.6326 2.0609 1.8575 0.85 -1.67 0.17 0.512
O 3.0030 0.8936 1.9456 -0.55 1.95 0.17 -0.588
C 3.5786 3.1984 1.6327 0.03 -0.06 0.02 -0.199
C 4.6993 3.3715 2.4521 -0.24 0.25 -0.31 -0.681
C 5.4702 4.5255 2.2936 -0.20 0.06 -0.16 -0.632
C 5.1274 5.4622 1.3063 -0.03 -0.02 -0.08 -0.465
C 4.0468 5.2383 0.4381 0.23 -0.13 0.33 -0.596
C 3.2778 4.0900 0.6056 0.22 0.33 0.06 0.453
C 0.3239 1.4018 1.9845 -0.73 0.63 0.47 0.322
C 0.3887 0.2899 1.1719 0.57 -1.22 0.25 -1.272
N -0.1868 -0.9075 1.6233 -3.03 3.42 1.56 1.163
C -1.3258 -0.7848 2.4320 1.51 0.20 -0.69 -1.282
C -1.6443 0.4306 2.9822 0.00 0.47 -0.05 -0.430
C -0.7147 1.5108 2.9261 0.90 -1.01 -0.17 0.912
H -5.2870 -0.5390 5.2610 -0.06 0.26 -0.03 0.450
H -7.1486 0.6508 6.4451 0.06 0.13 -0.34 0.379
H -8.1629 2.6845 5.4090 0.25 -0.22 -0.20 0.365
H -7.4337 3.4361 3.1412 0.11 -0.33 0.20 0.375
H -5.5825 2.2105 1.9696 -0.06 -0.01 0.30 0.440
H -3.4768 2.6972 3.9563 0.17 -0.26 0.23 0.471
H -3.5921 1.5983 5.3529 0.17 0.28 -0.07 0.458
H -1.7567 3.3543 5.4433 -0.03 -0.12 0.00 0.446
H -1.1809 1.6877 5.6946 0.03 0.05 -0.07 0.321
H -0.0535 4.4296 4.3224 -0.02 -0.14 -0.08 0.418
H 1.1186 3.1156 4.5554 -0.13 0.01 -0.08 0.277
H 0.1288 4.1841 1.8549 0.09 -0.05 0.20 0.195
H 1.7422 4.3849 2.5651 -0.19 -0.15 -0.01 0.562
H 4.9312 2.6169 3.2029 -0.06 0.21 -0.15 0.467
H 6.3196 4.7060 2.9594 -0.28 -0.04 -0.32 0.381
H 5.7131 6.3790 1.2052 -0.14 -0.30 0.04 0.367
H 3.7796 5.9579 -0.3410 0.24 -0.22 0.27 0.424
H 2.4281 3.8790 -0.0430 0.25 0.10 0.25 0.115
H 1.0797 0.2385 0.3153 -0.23 -0.23 0.77 0.060
H -1.8917 -1.6953 2.6006 0.21 0.13 0.07 0.906
```
Forces are in eV/Å.

Computed properties:
Gap between HOMO and LUMO ... 4.00 eV
Total charge ... -1
Strongest force on any atom ... 4.8 eV Å⁻¹
LUMO level ... 1.6109 eV